(1)
Density functional theory data (ωB97M-V with the def2-TZVPD basis set) for C5H7LaO3 as an isolated structure.

Last column: natural (NBO) charge in e.
Geometry (Å):
O 0.961 -0.196 0.937  -0.429
C 2.200 -0.086 0.351  0.996
O 2.417 -0.570 -0.778  -0.770
La 5.212 0.211 -0.686  2.758
O 3.062 0.527 1.007  -0.758
C -0.012 -0.830 0.311  0.309
H 0.232 -1.374 -0.605  0.253
H -1.775 -1.816 1.022  0.311
C -1.349 -0.814 0.917  -0.515
H -1.431 -0.165 1.793  0.300
C -1.655 -0.159 -0.382  0.155
C -1.453 1.272 -0.641  -0.705
H -2.185 -0.762 -1.124  0.263
H -1.137 1.732 0.312  0.244
H -0.705 1.261 -1.477  0.266
H -2.381 1.767 -0.957  0.321

Calculated values
**Largest force on an atom**: 0.078 Eh/bohr
**Multiplicity**: 2
**Energy above the lowest of the compared OMol25 structures with the same formula, charge and spin**: 0.0 kJ/mol
**⟨S²⟩**: 0.756
**Net charge**: +3
**HOMO energy (spin up / spin down)**: -19.0049 / -22.1294 eV


(2)
Density functional theory data (ωB97M-V with the def2-TZVPD basis set) for one molecule with the formula C5H7N.

Last column: natural (NBO) charge in e.
Geometry (Å):
C 2.619 -0.539 -0.392  -0.253
C 1.690 0.184 -0.138  -0.003
C 0.523 1.033 0.135  -0.307
N -0.586 0.319 0.777  -0.394
C -0.913 -1.004 0.277  -0.258
C -1.795 0.150 -0.014  -0.254
H 3.440 -1.187 -0.609  0.240
H 0.825 1.854 0.793  0.231
H 0.209 1.497 -0.812  0.206
H -1.175 -1.727 1.046  0.204
H -0.314 -1.397 -0.541  0.202
H -2.734 0.288 0.516  0.202
H -1.790 0.529 -1.039  0.186

Calculated values
**Largest force on an atom**: 0.010 Eh/bohr
**Multiplicity**: 1
**Energy above the lowest of the compared OMol25 structures with the same formula, charge and spin**: 325.2 kJ/mol
**HOMO energy**: -9.2024 eV
**SMILES**: C#CCN1CC1


(3)
Density functional theory data (ωB97M-V with the def2-TZVPD basis set) for one molecule with the formula C5H7N.

Last column: natural (NBO) charge in e.
Geometry (Å):
C -1.130 0.005 -0.886  0.166
C 0.341 -0.747 0.841  -0.495
C -1.035 -0.949 0.255  -0.500
N -0.151 0.887 -0.944  -0.407
C 0.874 0.822 -0.039  -0.032
C 1.920 1.581 0.047  -0.465
H -0.095 1.594 -1.671  0.439
H -1.841 -0.057 -1.696  0.209
H -1.835 -0.757 0.979  0.241
H 0.377 -0.467 1.889  0.221
H 1.082 -1.483 0.547  0.215
H -1.196 -1.963 -0.133  0.232
H 2.689 1.534 0.810  0.176

Calculated values
**Largest force on an atom**: 0.093 Eh/bohr
**Multiplicity**: 1
**Energy above the lowest of the compared OMol25 structures with the same formula, charge and spin**: 457.7 kJ/mol
**HOMO energy**: -6.5152 eV


(4)
Density functional theory data (ωB97M-V with the def2-TZVPD basis set) for one molecule with the formula C5H7N.

Last column: natural (NBO) charge in e.
Geometry (Å):
N -1.401 -1.462 1.825  -0.337
C -0.874 -1.432 0.796  0.295
C -0.221 -1.269 -0.508  -0.510
C 0.139 0.201 -0.733  -0.227
C 1.106 0.889 0.186  -0.420
C -0.357 1.204 0.270  -0.421
H -0.927 -1.612 -1.273  0.254
H 0.656 -1.927 -0.552  0.248
H 0.174 0.497 -1.780  0.225
H 1.755 1.642 -0.252  0.220
H 1.563 0.306 0.982  0.218
H -0.905 0.797 1.118  0.237
H -0.708 2.166 -0.079  0.219

Calculated values
**Largest force on an atom**: 0.022 Eh/bohr
**Multiplicity**: 1
**Energy above the lowest of the compared OMol25 structures with the same formula, charge and spin**: 111.0 kJ/mol
**HOMO energy**: -10.8145 eV
**SMILES**: N#CCC1CC1


(5)
Density functional theory data (ωB97M-V with the def2-TZVPD basis set) for C5H7N as an isolated structure.

Last column: natural (NBO) charge in e.
Geometry (Å):
C 0.835 -1.286 1.100  -0.683
C 0.842 0.160 0.436  -0.148
C -0.016 0.599 -0.515  -0.161
C -1.252 -0.074 -1.020  -0.655
C 0.111 2.136 -0.567  0.267
H -0.138 -2.070 0.282  0.235
H 2.173 -1.557 1.257  0.266
H 0.233 -1.191 2.504  0.243
H 1.627 0.840 0.836  0.228
H -0.948 -1.318 -1.114  0.232
H -2.285 0.055 -0.277  0.257
H -1.481 0.449 -2.214  0.251
N 0.299 3.258 -0.708  -0.333

Calculated values
**Largest force on an atom**: 0.100 Eh/bohr
**Multiplicity**: 1
**Energy above the lowest of the compared OMol25 structures with the same formula, charge and spin**: 665.0 kJ/mol
**HOMO energy**: -9.7513 eV


(6)
Density functional theory data (ωB97M-V with the def2-TZVPD basis set) for one molecule with the formula C5H7N.

Last column: natural (NBO) charge in e.
Geometry (Å):
C 1.694 0.073 -0.194  0.286
C -0.414 -1.155 -0.684  -0.403
C -0.437 -1.027 0.798  -0.388
C 0.159 0.077 -0.032  -0.139
C -0.339 1.509 -0.037  -0.603
N 2.847 -0.063 -0.231  -0.352
H -1.236 -0.876 -1.297  0.221
H 0.373 -1.705 -1.322  0.244
H -1.430 -0.820 1.384  0.232
H 0.225 -1.571 1.366  0.230
H -1.144 1.688 -0.747  0.221
H 0.393 2.247 -0.068  0.235
H -0.692 1.624 1.063  0.214

Calculated values
**Largest force on an atom**: 0.079 Eh/bohr
**Multiplicity**: 1
**Energy above the lowest of the compared OMol25 structures with the same formula, charge and spin**: 196.8 kJ/mol
**HOMO energy**: -10.4254 eV
**SMILES**: CC1(C#N)CC1


What is the multiplicity in the first record? 2


Among the records above, which one has the highest multiplicity? C5H7LaO3


Look up the largest force on an atom of the second one. 0.010 Eh/bohr